[1]
ORCA calculation (the ωB97M-V functional and the def2-TZVPD basis) on a single C5H3N3 molecule at a distorted geometry.

Last column: Mulliken charge in e.
Positions of all 11 atoms, in Å:
C 2.943 -0.340 0.002  0.28
C 1.727 -0.339 0.001  -0.36
C 0.312 -0.303 -0.073  0.26
C -0.451 0.871 -0.028  -0.21
C -1.827 0.708 -0.028  -0.30
N -2.407 -0.530 0.002  -0.21
N -1.592 -1.583 -0.031  -0.54
N -0.295 -1.475 0.025  -0.04
H 4.023 -0.367 -0.035  0.39
H 0.092 1.817 0.057  0.35
H -2.526 1.542 0.109  0.40

## Properties
**Energy above the lowest of the compared OMol25 structures with the same formula, charge and spin**: 73.4 kcal per mole
**SMILES**: C#Cc1ccnnn1
**2S+1**: 1
**HOMO level**: -9.9 eV
**LUMO energy**: -0.53 eV
**HOMO-LUMO gap**: 9.340 eV

---

[2]
ORCA calculation (the ωB97M-V functional and the def2-TZVPD basis) on a molecular structure, C4H10NOP at a distorted geometry.

Last column: Mulliken charge in e.
Positions of all 17 atoms, in Å:
C 1.085 1.667 -1.947  -0.54
C -1.225 1.080 1.010  -0.93
C 0.127 0.275 0.919  -0.63
C -0.090 -1.937 -0.907  -0.44
N 0.154 -0.580 -0.840  -0.02
O 0.726 -2.861 -0.207  -0.53
P 1.449 0.044 -1.759  -0.11
H 1.858 2.314 -2.428  0.24
H 0.325 2.118 -1.554  0.28
H -1.278 1.786 0.199  0.23
H -2.198 0.647 1.118  0.34
H -1.031 1.596 1.874  0.38
H 0.879 0.971 0.831  0.47
H 0.247 -0.475 1.638  0.39
H -1.045 -2.185 -0.578  0.30
H 0.036 -2.236 -2.103  0.27
H 1.588 -2.940 -0.498  0.30

## Properties
**Energy above the lowest of the compared OMol25 structures with the same formula, charge and spin**: 100.7 kcal per mole
**2S+1**: 1
**HOMO level**: -8.5 eV
**LUMO energy**: 0.43 eV
**HOMO-LUMO gap**: 8.926 eV

---

[3]
ORCA calculation (the ωB97M-V functional and the def2-TZVPD basis) on 3 unconnected molecules or ions with the total composition H6O3.

Last column: Mulliken charge in e.
Positions of all 9 atoms, in Å:
O -1.740 -2.871 -1.039  -0.63
H -2.643 -2.552 -1.044  0.32
H -1.794 -3.751 -1.413  0.32
O 1.157 -0.427 1.294  -0.64
H 1.312 -0.835 2.146  0.31
H 0.476 -0.966 0.890  0.32
O 0.894 3.830 -0.621  -0.64
H 1.307 4.531 -0.117  0.32
H 1.031 3.042 -0.095  0.32

## Properties
**Energy above the lowest of the compared OMol25 structures with the same formula, charge and spin**: 12.9 kcal per mole
**SMILES**: O.O.O
**2S+1**: 1
**HOMO level**: -11.3 eV
**LUMO energy**: 0.78 eV
**HOMO-LUMO gap**: 12.099 eV